{"formula": "C2H5AgINO", "method": "wB97M-V/def2-TZVPD", "largest_force_ha_per_bohr": 0.030, "lumo_energy_ev": [-6.575, -8.629], "gap_ev": [5.70, 3.62], "de_lowest_ev": 0.000, "s2": 0.753, "homo_ev": [-12.27, -12.25], "charge": 1, "spin_multiplicity": 2, "species": ["I", "Ag", "O", "N", "C", "C", "H", "H", "H", "H", "H"], "xyz": [[2.859785, -0.406578, -3.048946], [5.125969, 0.408755, -1.376089], [-1.188163, -1.720076, 0.100072], [-0.053817, 0.084837, -0.613296], [-1.519451, 0.256117, 1.373187], [-0.911255, -0.540808, 0.245527], [-2.577529, 0.042723, 1.476457], [-1.478203, 1.342145, 1.221066], [-0.956716, 0.063234, 2.285738], [0.322318, -0.470877, -1.357066], [0.377063, 0.940527, -0.306651]], "atomic_forces_ev_per_a": [[0.5, 0.1, 0.3], [-0.5, -0.2, -0.4], [0.2, 0.6, -0.1], [0.0, 0.6, 0.5], [0.4, 1.2, -0.2], [-0.7, -1.3, 0.2], [0.1, -0.5, 0.1], [0.2, -0.2, -0.2], [-0.3, -0.3, 0.1], [0.1, 0.0, 0.0], [0.0, 0.0, -0.4]], "nbo_charge": [0.110, 0.876, -0.591, -0.832, -0.718, 0.667, 0.260, 0.213, 0.242, 0.384, 0.389]}